This record from the OMol25 dataset describes 8 unconnected molecules or ions with the total composition H16O8. The level of theory is ωB97M-V/def2-TZVPD.

```
24
H16O8 | the OMol25 dataset | ωB97M-V/def2-TZVPD
O 7.39926 2.42168 -18.84055
O 6.39436 -0.91535 -16.82560
O 5.27472 -2.65507 -14.73436
O 4.42890 -2.87088 -19.20302
O 6.63298 -4.32633 -17.95492
O 7.64531 -4.31052 -14.59548
O 8.95456 0.35364 -17.71207
O 4.60319 1.31413 -16.45861
H 6.95372 -4.07176 -15.22788
H 6.86462 2.75047 -18.11626
H 4.35366 -2.46316 -14.94880
H 7.27762 -5.05356 -14.10595
H 5.06397 2.09808 -16.14751
H 9.70190 0.31878 -17.10068
H 6.42907 -1.83763 -16.54038
H 7.32646 -0.66748 -16.97373
H 9.20888 -0.22347 -18.44575
H 5.38771 -2.34178 -13.83006
H 3.47293 -2.80642 -19.10994
H 7.28117 -4.97734 -17.65967
H 7.99773 1.76284 -18.44084
H 5.25796 0.58889 -16.40292
H 7.02203 -3.93046 -18.74447
H 4.75848 -3.00698 -18.30660
```

Structure (SMILES): O.O.O.O.O.O.O.O
LUMO energy (Ha): 0.0015

Atomic partial charges in e from the Löwdin method, atoms 1 to 4: -0.07, -0.06, -0.05, -0.06


This record from the OMol25 dataset describes 2 unconnected molecules or ions with the total composition CH3N5O3. The level of theory is ωB97M-V/def2-TZVPD.

```
12
CH3N5O3 | the OMol25 dataset | ωB97M-V/def2-TZVPD
O -2.28879 -1.37249 -0.99737
O -0.87544 0.28089 -1.47680
O 2.18656 1.59979 0.25237
N -1.58748 -0.61192 -1.86067
N -1.22039 1.33828 1.49230
N 0.09457 -1.16757 0.68863
N 1.72695 0.28745 0.10393
N 0.60261 0.00970 0.64998
C -0.28235 0.93325 1.05210
H 0.71283 -1.86650 0.21293
H -2.22618 -0.97894 -0.08726
H 3.15711 1.54804 -0.03013
```

LUMO energy (alpha / beta) (Ha): -0.0190 / -0.0236

Atomic partial charges in e from the Löwdin method, atoms 1 to 4: 0.01, -0.03, -0.04, -0.10